Entry 1:
DFT (ωB97M-V with the def2-TZVPD basis set) results for a molecular structure, C38H33NO8Pd.

Geometry as ORCA input:
```
! wB97M-V def2-TZVPD RIJCOSX def2/J DEFGRID3
* xyz 0 1
H 3.186 -2.714 2.832
C -2.487 2.932 -2.506
C -1.883 1.538 -2.248
C 2.604 0.762 1.434
H -6.523 -0.076 -3.545
C -1.419 1.076 -4.693
O -0.477 -1.887 2.031
H 5.060 -1.058 2.858
C 1.246 0.517 -4.229
H -3.510 0.871 3.109
C -2.146 -1.548 -0.691
O -3.898 0.519 -3.213
C -1.261 -5.081 -1.866
H -0.861 -5.549 -2.757
C -2.829 -0.237 1.408
C -4.349 -1.179 -4.822
H -1.002 0.641 -6.745
O 1.032 -3.552 2.080
H -1.823 0.144 1.495
H -0.898 3.605 -3.779
O -3.765 -1.648 -2.533
O -1.293 1.699 -0.985
C -1.494 -3.714 -1.855
H 2.291 0.310 -4.034
C -0.931 1.159 -3.386
H -1.257 -3.135 -2.737
H -6.358 -1.734 -2.927
H -1.364 -6.917 -0.752
C -3.786 0.172 2.329
H 1.389 0.116 -6.334
C -3.146 -1.123 0.390
C 4.090 -0.797 2.457
C -2.283 -3.859 0.395
H 3.777 2.916 1.674
H -3.544 0.731 -1.183
C -2.595 -0.991 -2.065
O 3.039 3.137 1.095
C 3.849 0.477 1.971
H 0.219 -4.083 2.108
N 1.624 -0.141 1.365
C -3.008 0.483 -2.103
H -4.803 -2.159 -4.975
H -5.832 0.015 2.966
H -4.839 -0.453 -5.472
Pd -0.055 0.555 -0.048
C -4.454 -1.613 0.332
O 1.213 2.262 0.266
C 0.414 0.891 -3.179
O -0.817 -1.152 -0.517
C -1.820 3.874 -3.281
C -4.492 -0.761 -3.371
H -1.779 5.877 -4.036
H -4.719 -2.322 -0.440
H -2.455 1.316 -4.884
C -2.018 -3.083 -0.729
H -2.274 -5.814 1.274
C 1.835 -1.338 1.907
H -4.192 2.620 -1.232
C -2.048 -5.229 0.390
H -6.419 -1.601 1.177
H -5.974 -0.355 -1.878
C 3.064 -1.718 2.434
C -3.659 3.320 -1.860
C -3.493 5.533 -2.793
C 0.744 0.411 -5.515
C -5.934 -0.730 -2.901
H 0.832 0.977 -2.185
C -1.538 -5.848 -0.742
C -4.161 4.605 -2.006
C -5.412 -1.207 1.247
C 2.231 2.101 0.891
H -3.885 6.536 -2.908
H -3.291 -1.231 -5.082
C -2.317 5.163 -3.425
H -2.674 -3.390 1.289
C 0.650 -2.266 1.989
H -1.763 -1.156 -2.756
H -5.078 4.880 -1.501
C -5.085 -0.305 2.251
C -0.596 0.700 -5.742
H 4.648 1.208 1.986
*
```

Properties
molecular weight: 738.1 g mol⁻¹
E_HOMO: -8.14 eV
lowest unoccupied orbital energy: -1.4552 eV
frontier orbital gap: 6.7 eV
F_max: 0.4 eV/Å

---

Entry 2:
DFT (ωB97M-V with the def2-TZVPD basis set) results for a molecular structure, C38H34As2NTb.

Geometry as ORCA input:
```
! wB97M-V def2-TZVPD RIJCOSX def2/J DEFGRID3
* xyz 2 7
C -2.111 -1.762 -0.360
C 2.470 -5.968 -1.031
H 2.575 -1.437 2.414
C -1.917 0.703 -2.195
H -0.452 0.679 4.643
H -1.569 5.233 0.729
H -3.840 2.133 -1.254
H -1.129 0.472 -5.996
C 3.434 1.695 0.031
C 1.674 -3.976 0.002
H 6.656 1.166 0.805
H -1.422 -2.728 2.185
C 1.026 3.176 1.241
H 3.031 -6.078 2.353
H -3.914 -0.871 1.771
C 1.529 4.742 -0.504
C -0.781 1.558 -4.185
C -2.424 -0.160 -4.428
H 4.715 0.031 -0.201
C -4.498 -0.317 1.055
C -5.855 -0.209 1.061
H -0.095 5.930 -1.114
H 1.955 1.640 -1.461
H -6.416 -0.787 1.751
C -3.762 0.430 0.067
H -7.664 0.558 0.077
C -4.413 1.430 -0.662
C -2.662 -0.109 -3.050
C 1.553 -1.161 2.567
H -0.903 -2.608 -1.871
H -3.028 -1.852 -0.996
H -0.491 2.268 -2.110
H -0.136 2.288 -4.636
H -3.059 -0.775 -5.032
As -1.867 0.206 -0.276
H -2.065 -1.144 4.086
C 0.253 5.184 -0.421
C 5.692 3.077 0.985
H -2.410 -2.003 0.651
H 2.245 5.085 -1.196
C -0.995 -2.722 -0.771
As 0.785 -2.219 -0.100
H 1.882 -3.955 2.138
C -0.973 1.553 -2.804
C 2.068 -4.504 1.236
C 2.812 -5.713 1.352
C 4.656 1.061 0.149
C -0.157 -0.114 3.973
C 1.986 3.731 0.417
C 3.307 3.075 0.357
N 2.323 1.053 -0.683
Tb 0.684 0.597 1.112
H 1.917 0.569 3.903
H -6.360 2.198 -1.292
C 0.498 -1.849 1.877
C 5.776 1.724 0.662
H -3.536 -0.675 -2.693
C 2.981 -6.454 0.208
C 1.928 -4.715 -1.142
H 4.394 4.819 1.032
C -1.093 -1.085 3.583
H -1.112 -3.749 -0.428
H 2.510 -6.648 -1.878
C -0.756 -1.971 2.561
C -1.407 0.574 -4.970
H -0.854 3.511 2.289
C -0.581 4.743 0.617
C 1.181 -0.144 3.485
H 1.588 -4.297 -2.107
C -6.539 0.609 0.162
H 2.646 0.128 -1.019
H 6.550 3.580 1.437
H 3.477 -7.411 0.241
C -0.172 3.769 1.476
C -5.815 1.463 -0.683
C 4.477 3.729 0.811
*
```

Properties
molecular weight: 813.5 g mol⁻¹
E_HOMO (alpha / beta): -12.75 / -12.89 eV
lowest unoccupied orbital energy (alpha / beta): -7.2976 / -7.1478 eV
frontier orbital gap (alpha / beta): 5.4 / 5.7 eV
F_max: 4.4 eV/Å

---

Entry 3:
DFT (ωB97M-V with the def2-TZVPD basis set) results for a molecular structure, C38H34AsIrN4O3S4.

Geometry as ORCA input:
```
! wB97M-V def2-TZVPD RIJCOSX def2/J DEFGRID3
* xyz -2 1
H 2.421 -3.056 -0.903
C 2.387 -2.883 1.953
O 0.030 2.036 -0.778
S -3.462 -2.093 2.461
O -0.487 -1.776 0.111
C 2.048 2.233 -2.608
H 1.085 2.189 1.570
H 5.628 0.193 -0.617
Ir -0.233 0.265 0.193
H -1.074 -7.306 -2.190
H 1.373 1.390 -2.571
S -1.430 -1.160 5.315
C 2.461 -0.999 -0.467
C 1.807 2.414 0.778
C 4.564 0.158 -0.422
C 0.533 5.031 1.054
C -2.440 2.089 0.795
H 4.375 5.300 -2.709
C 0.348 -6.371 -0.876
H 0.020 6.772 2.192
C -1.034 6.707 0.327
C 1.063 -2.994 1.554
As -2.387 -0.557 3.513
H -0.933 -3.419 2.209
H 4.434 2.165 0.361
H -3.146 4.480 1.359
C 2.966 2.372 -3.639
H 1.189 4.657 1.827
C -3.234 0.118 -0.259
C 2.757 -3.163 3.266
H -0.296 -3.894 4.516
C -0.588 4.784 -1.042
H 3.021 1.616 -4.413
H 1.240 -2.102 -1.795
H 1.579 -5.198 0.424
C -1.038 -4.021 -1.340
N -2.225 0.837 0.231
C 0.054 -4.001 -0.483
C 0.996 2.960 -0.427
S -0.347 -0.067 2.464
O -1.576 2.745 1.324
H -1.965 6.332 -1.573
C -4.757 1.865 0.221
S -3.580 1.213 3.733
H -2.143 -1.560 -0.357
C 3.912 1.247 0.131
N -3.742 2.603 0.707
C -4.000 3.814 1.461
H -4.898 4.289 1.064
N -3.010 -1.135 -0.714
N 1.833 0.074 0.048
C 2.805 4.292 -1.656
H -2.307 -5.196 -2.601
C 2.545 1.189 0.342
C 1.803 -3.551 4.188
H -5.371 0.032 -0.665
C -1.440 -5.202 -1.951
C 1.696 -2.244 -0.808
C -0.141 6.228 1.269
H 4.533 3.576 -4.483
C -1.255 5.976 -0.835
C 0.315 4.294 -0.099
C -0.751 -6.382 -1.724
C 3.728 4.431 -2.683
H 2.078 -3.721 5.222
H -4.126 3.556 2.516
C 3.816 3.467 -3.678
H 3.794 -3.050 3.564
H 0.890 -7.287 -0.674
C 1.961 3.187 -1.600
C 0.476 -3.668 3.793
H 3.164 -2.578 1.265
C 0.115 -3.406 2.487
C 0.553 -2.682 0.143
H -5.741 2.310 0.292
C -4.558 0.638 -0.302
H -1.567 7.634 0.501
H -0.781 4.189 -1.925
H 2.735 5.053 -0.889
H -3.802 -1.745 -0.561
H -1.576 -3.105 -1.528
H 2.538 3.141 1.138
C 3.827 -0.971 -0.723
C 0.742 -5.193 -0.264
H 4.290 -1.857 -1.136
*
```

Properties
molecular weight: 990.1 g mol⁻¹
E_HOMO: -0.79 eV
lowest unoccupied orbital energy: 3.8989 eV
frontier orbital gap: 4.7 eV
F_max: 0.7 eV/Å

---

Entry 4:
DFT (ωB97M-V with the def2-TZVPD basis set) results for a molecular structure, C38H34BCl2LaN7O4Te.

Geometry as ORCA input:
```
! wB97M-V def2-TZVPD RIJCOSX def2/J DEFGRID3
* xyz -1 1
C 4.041 -2.523 4.539
C 4.152 -0.380 -3.023
C 2.562 1.156 1.597
C -2.366 4.435 1.747
C -5.146 -1.446 -1.670
H 5.202 -3.764 -0.397
C 4.143 -3.022 2.155
C -4.741 0.341 -3.274
N -0.923 2.845 -1.875
H -3.658 -2.656 -0.752
C 2.773 -2.544 -2.080
C -6.118 0.449 -3.520
C -2.194 4.487 -2.591
H -1.329 4.978 3.619
C 5.591 -2.781 -0.212
C 4.626 -1.667 -3.288
C 3.477 -3.027 3.392
N 3.347 -2.401 5.814
C -1.078 4.449 -3.407
H -3.102 1.881 -0.502
C -0.321 -0.871 2.635
H 3.531 -3.293 1.289
H 4.739 0.525 -3.412
H -1.754 -1.940 3.856
C 3.451 0.957 2.684
H 3.274 2.004 -2.518
C 6.055 -2.114 3.315
C 2.623 1.184 -2.077
H -0.895 5.024 -4.316
C -6.515 -1.322 -1.959
C -0.309 3.394 -2.898
B -2.939 3.056 -0.401
H 4.264 -3.762 -2.994
C 5.431 -2.541 2.148
H -5.326 -3.262 -0.409
H -4.602 -1.791 0.321
H 7.023 -1.637 3.253
H 5.884 -1.651 5.312
H -8.666 0.435 -3.967
C -4.249 -0.668 -2.402
H -8.890 0.392 -2.188
H -2.961 0.751 -4.520
C 1.054 -0.311 2.648
C 1.415 -1.364 4.852
Cl 2.141 -3.941 -1.259
C -0.647 3.220 2.402
C 3.139 0.163 3.723
Cl 6.024 -1.842 -4.348
N 2.227 -1.841 5.945
H -7.234 -2.035 -1.408
H -3.383 1.952 -3.226
H 3.743 0.088 4.604
H -3.096 5.213 1.547
O 1.620 1.622 -1.509
C -3.829 1.267 -3.985
O -1.000 -0.568 1.599
C 2.974 -0.186 -2.250
H -9.034 -1.065 -3.087
C 0.141 -1.838 4.839
C 3.872 -2.750 -2.882
H -4.377 1.800 -4.768
H 0.221 2.859 2.871
H 4.439 1.444 2.691
C -1.439 4.325 2.763
La -0.440 0.615 -0.408
Te -2.195 -1.112 -2.238
H -6.498 1.184 -4.250
C -0.758 -1.559 3.767
H -3.985 3.658 -0.502
N -2.175 3.398 0.866
C -4.671 -2.392 -0.617
H 0.636 3.097 -3.268
O 6.224 -2.439 1.037
N 1.407 0.572 1.637
H 6.403 -2.621 -0.962
H -3.034 5.173 -2.527
C -8.487 -0.137 -3.039
C 5.385 -2.084 4.478
C 1.876 -0.529 3.770
H 4.820 -2.039 -0.447
C 2.250 -1.241 -1.693
N -2.045 3.464 -1.701
O 1.267 -1.111 -0.929
N -1.094 2.624 1.270
H 2.385 -3.342 3.372
C -7.006 -0.376 -2.835
H -0.122 -2.412 5.701
H 2.781 1.719 0.731
*
```

Properties
molecular weight: 1001.0 g mol⁻¹
E_HOMO: -4.49 eV
lowest unoccupied orbital energy: 1.4864 eV
frontier orbital gap: 6.0 eV
F_max: 3.3 eV/Å

---

Entry 5:
DFT (ωB97M-V with the def2-TZVPD basis set) results for a molecular structure, C38H34ClGaNO2P.

Geometry as ORCA input:
```
! wB97M-V def2-TZVPD RIJCOSX def2/J DEFGRID3
* xyz 0 1
H 4.381 -1.111 5.795
H 5.095 0.991 5.671
C 0.036 4.377 -4.297
Cl 1.593 1.598 -0.885
H -1.733 1.583 -5.730
O -1.837 1.525 1.082
H -2.961 3.572 2.599
C 3.348 -0.840 5.571
C -3.427 0.261 -5.878
H 0.268 -2.182 5.034
C -1.722 2.057 3.450
C 3.046 0.504 5.388
H -1.889 -1.324 1.340
C -3.159 3.473 4.764
H 2.823 -0.302 -3.310
C -1.820 1.783 5.857
C -1.120 1.665 2.145
H 1.338 -2.673 -7.422
H 1.517 1.281 -6.112
H 1.770 3.528 -7.107
C -4.047 -0.891 -5.391
C 0.378 1.972 -4.406
H -1.768 -2.556 -1.054
H -0.369 5.248 -3.781
C 4.155 1.515 5.475
C 1.246 -1.833 0.210
C 3.013 -2.209 -6.138
C 1.673 -2.154 -6.524
C 0.705 4.532 -5.516
H 0.456 2.611 4.786
C 2.358 -1.822 5.461
H -0.290 -1.396 -6.076
C 1.237 3.415 -6.162
H 0.810 5.524 -5.957
C -3.431 -1.638 -4.380
H -1.484 1.250 6.752
H 2.603 -2.871 5.609
H -3.895 0.845 -6.672
C 0.375 -1.229 1.190
H 1.881 2.930 5.761
C 0.731 -0.082 4.973
P 0.060 0.346 -3.604
H 3.992 2.235 6.286
H 4.275 2.088 4.547
C -1.562 -0.081 -4.359
C 2.510 -0.816 -4.218
H 2.020 2.695 3.982
H -1.705 -1.828 -3.097
H -1.095 -0.638 4.244
H 4.471 -1.589 -4.672
C -2.199 0.675 -5.354
H -0.630 2.982 -2.786
H 3.735 -2.762 -6.740
C 1.058 -1.444 5.153
C -1.331 1.354 4.617
C 1.507 2.363 4.896
N -0.546 0.180 4.509
H 2.321 -1.961 0.352
H -5.005 -1.215 -5.801
C 0.752 -1.424 -5.767
H -3.075 3.171 6.915
C -2.197 -1.241 -3.871
C 1.164 -0.721 -4.625
C -2.717 2.846 5.938
C -0.999 -1.428 0.715
C 1.735 0.909 5.117
C 3.425 -1.544 -4.978
H 0.642 -1.029 2.231
C -0.914 -2.136 -0.523
O 0.149 1.436 2.066
Ga -0.079 0.608 0.059
H 0.821 -2.888 -1.707
C -0.123 3.109 -3.742
H -3.920 4.253 4.811
C -2.646 3.087 3.523
H -3.912 -2.538 -3.994
C 0.453 -2.333 -0.841
C 1.086 2.142 -5.605
*
```

Properties
molecular weight: 672.8 g mol⁻¹
E_HOMO: -7.60 eV
lowest unoccupied orbital energy: -0.7482 eV
frontier orbital gap: 6.9 eV
F_max: 2.7 eV/Å

---

Entry 6:
DFT (ωB97M-V with the def2-TZVPD basis set) results for a molecular structure, C38H34HgN7O2S.

Geometry as ORCA input:
```
! wB97M-V def2-TZVPD RIJCOSX def2/J DEFGRID3
* xyz 0 2
H 1.886 3.020 -5.219
N 1.786 -0.940 0.130
H -2.832 -0.124 -1.449
C 2.550 3.437 5.617
N 2.376 1.264 -1.544
C 0.220 3.870 1.603
C -3.023 -3.521 -1.523
H 2.060 3.584 6.575
C -2.524 -1.163 -1.435
H 2.223 -2.872 2.838
C 4.309 5.203 6.106
H -1.223 -4.734 -1.335
H 4.152 2.882 2.149
C -3.433 -2.164 -1.571
C 1.513 -1.705 1.190
H -0.912 4.245 3.385
C 2.585 2.325 -0.552
H 5.084 4.559 3.696
H -6.939 -9.215 -1.903
H -4.552 -8.669 -1.566
H -7.974 -5.064 -2.197
C -0.780 3.614 2.519
H 0.901 4.696 1.745
C 2.425 1.783 -2.909
H 3.533 2.844 -0.761
C 4.105 -1.184 0.615
C -4.932 -6.550 -1.712
H -2.404 2.275 2.987
H 4.619 -2.429 2.289
H 3.328 -0.464 -2.218
O 3.977 5.205 7.426
N -0.030 1.596 -2.861
H 0.463 -1.876 1.387
H -2.089 1.587 -2.781
O 5.112 6.011 5.705
C 2.586 2.268 3.494
C 0.979 2.729 -4.709
H 1.872 4.322 -0.236
H 0.287 -2.833 -1.152
H -2.389 2.878 -4.873
C -1.389 1.740 1.186
C -0.781 -2.675 -1.257
H 3.017 2.708 -2.951
C -4.000 -4.543 -1.635
H -0.359 3.563 -6.174
H 4.368 0.619 -1.254
N -1.181 -1.371 -1.274
H 2.929 1.058 -3.558
C -5.284 -7.888 -1.713
C 2.493 -2.266 1.988
C 4.218 3.978 3.975
H 5.124 -0.930 0.367
C -6.623 -8.182 -1.897
C -7.578 -7.178 -2.072
H 2.650 1.854 0.440
C 1.447 3.357 -0.510
H -4.481 -1.963 -1.712
N -0.426 1.987 0.293
C -5.894 -5.518 -1.886
H 3.363 4.493 7.639
C 0.380 3.037 0.500
C 3.822 -2.010 1.692
C 1.063 2.049 -3.511
C 3.697 3.041 3.119
H 0.988 3.460 -1.495
C -1.241 1.919 -3.365
C -1.400 2.633 -4.524
C -7.237 -5.842 -2.070
C -0.270 3.029 -5.243
Hg 0.208 0.275 -1.026
C 3.066 -0.659 -0.134
C 3.356 0.199 -1.343
C -1.610 2.522 2.299
H 1.166 1.915 5.054
N -3.738 -5.900 -1.555
H -2.011 0.875 0.982
H -2.842 -6.332 -1.406
C 3.670 4.195 5.250
N -5.287 -4.305 -1.831
S 1.927 1.069 2.465
H -8.610 -7.467 -2.202
C -1.631 -3.735 -1.364
C 2.027 2.499 4.761
*
```

Properties
molecular weight: 853.4 g mol⁻¹
E_HOMO (alpha / beta): -4.79 / -6.53 eV
lowest unoccupied orbital energy (alpha / beta): -0.5666 / -0.5678 eV
frontier orbital gap (alpha / beta): 4.2 / 6.0 eV
F_max: 2.1 eV/Å